Here is a molecular structure, C45H42N13O4PS2V from the OMol25 dataset. Energies are from ωB97M-V/def2-TZVPD.

Geometry as ORCA input:
```
! wB97M-V def2-TZVPD RIJCOSX def2/J DEFGRID3
* xyz 1 3
V 0.0504 -0.5155 -0.7072
C -0.2631 1.2200 -4.8077
C -0.0401 0.3221 -3.7724
N -0.4095 0.6251 -2.5360
C -1.0408 1.7863 -2.3180
C -1.2682 2.6586 -3.3746
N -0.8683 2.3842 -4.6088
C -1.4994 1.9981 -0.9285
C -2.0801 3.1473 -0.4278
C -2.4961 3.1672 0.9051
C -2.3957 2.0020 1.6574
C -1.8062 0.8875 1.0897
N -1.3216 0.9250 -0.1532
C -1.6954 -0.4426 1.7158
C -2.2206 -0.7808 2.9483
N -2.1610 -2.0275 3.4146
C -1.5984 -2.9362 2.6375
C -1.0487 -2.6189 1.3939
N -1.0846 -1.3712 0.9573
C -3.0354 4.4029 1.5125
C -2.6893 4.7507 2.8135
C -3.2002 5.9259 3.3440
N -4.0144 6.7394 2.6791
C -4.3458 6.3978 1.4382
C -3.8828 5.2511 0.8100
H 0.0507 0.9852 -5.8167
H 0.4127 -0.6509 -3.9251
H -1.7896 3.5961 -3.2268
H -2.1824 4.0325 -1.0396
H -2.7661 1.9765 2.6720
H -2.6918 -0.0429 3.5844
H -1.5683 -3.9573 2.9955
H -0.5921 -3.3641 0.7549
H -2.0105 4.1395 3.3960
H -2.9383 6.2278 4.3515
H -5.0174 7.0705 0.9178
H -4.2080 5.0193 -0.1961
N 3.4074 -2.9362 -1.8458
C 2.1193 -2.8750 -1.5234
N 1.7721 -1.6021 -1.4421
C 2.9293 -0.9308 -1.7069
N 3.9497 -1.7072 -1.9620
C 2.9705 0.5235 -1.6277
C 4.1153 1.2662 -1.8993
N 4.1244 2.5861 -1.7938
C 2.9898 3.1629 -1.4114
C 1.8462 2.4303 -1.1303
N 1.8329 1.1036 -1.2417
H 3.9802 -3.7568 -1.9593
H 1.4794 -3.7290 -1.3448
H 5.0274 0.7688 -2.2040
H 2.9860 4.2410 -1.3119
H 0.9466 2.9129 -0.7789
O 1.9022 -2.4774 1.3427
C 1.8153 -1.3292 1.7383
N 2.1972 -0.8740 2.9683
C 2.0442 0.5648 3.0899
C 1.3368 0.8616 1.7522
O 0.8838 1.9545 1.4497
N 1.2573 -0.2719 1.0164
C 3.3983 1.2539 3.1994
C 3.9365 2.0222 2.1763
C 5.2019 2.5813 2.3116
C 5.9347 2.3788 3.4690
C 5.3976 1.6163 4.4991
C 4.1363 1.0616 4.3652
C 1.0907 0.9748 4.2076
C 0.3560 0.0350 4.9165
C -0.5612 0.4401 5.8808
C -0.7513 1.7881 6.1369
C -0.0125 2.7327 5.4311
C 0.9033 2.3306 4.4736
H 2.8521 -1.4111 3.5127
H 3.3670 2.2020 1.2734
H 5.6118 3.1779 1.5065
H 6.9185 2.8162 3.5739
H 5.9601 1.4601 5.4100
H 3.7146 0.4876 5.1836
H 0.4902 -1.0197 4.7141
H -1.1224 -0.3050 6.4301
H -1.4582 2.1048 6.8928
H -0.1404 3.7874 5.6414
H 1.4797 3.0663 3.9277
C -4.3891 -3.3200 -3.9768
C -3.5614 -4.4841 -3.4715
C -3.9066 -4.8763 -2.0503
O -2.1555 -4.1373 -3.6712
P -1.0417 -3.6726 -2.6456
S -0.5088 -5.0169 -1.3360
S -1.6929 -1.8950 -1.8877
O 0.1315 -3.2429 -3.6478
C 0.6324 -3.9748 -4.8110
C 0.6287 -5.4803 -4.6398
C -0.1286 -3.5169 -6.0392
H -5.4456 -3.5905 -3.9742
H -4.1024 -3.0561 -4.9944
H -4.2500 -2.4493 -3.3349
H -3.6971 -5.3465 -4.1252
H -3.7401 -4.0465 -1.3613
H -3.3271 -5.7328 -1.7147
H -4.9653 -5.1370 -2.0197
H 1.6668 -3.6287 -4.8776
H -0.3862 -5.8768 -4.6211
H 1.1307 -5.7820 -3.7227
H 1.1537 -5.9220 -5.4879
H -1.1775 -3.7970 -5.9608
H 0.2938 -3.9828 -6.9302
H -0.0620 -2.4343 -6.1560
*
```

Values from the calculation:
energy relative to the best compared isomer or geometry (same formula, charge and spin) = 5.3 kcal per mole
E_HOMO (spin up / spin down) = -0.3827 / -0.3840 Ha
orbital gap (spin up / spin down) = 0.2472 / 0.2379 hartree
molar mass = 974.97 g mol⁻¹